P.
Below is a cluster of 28 separate species, H56O28 in total, with properties calculated with ωB97M-V with the def2-TZVPD basis set.

## Properties
HOMO, eV: -9.807
Gap between HOMO and LUMO, hartree: 0.3335

Last columns: bonded neighbours and bond lengths (Å).
Atoms and positions in Å:
1 O -2.8593 -12.8791 0.3752  H2 0.957, H3 0.957
2 H -2.1276 -12.2951 0.1754  O1 0.957
3 H -2.6636 -13.6825 -0.1069  O1 0.957
4 O -5.4516 -15.6979 8.2958  H5 0.957, H6 0.957
5 H -5.8981 -15.2941 9.0400  O4 0.957
6 H -4.5215 -15.6417 8.5146  O4 0.957
7 O -6.1940 -16.4896 -0.3986  H8 0.957, H9 0.957
8 H -6.4562 -17.2121 0.1719  O7 0.957
9 H -6.0620 -15.7505 0.1952  O7 0.957
10 O -7.8531 -11.8328 4.4907  H11 0.957, H12 0.957
11 H -6.9772 -12.1812 4.6568  O10 0.957
12 H -7.7725 -10.8930 4.6539  O10 0.957
13 O -5.7712 -13.2529 5.3642  H14 0.957, H15 0.957
14 H -5.5474 -13.3221 6.2923  O13 0.957
15 H -5.4756 -14.0801 4.9837  O13 0.957
16 O -9.9779 -19.8253 3.8683  H17 0.957, H18 0.957
17 H -10.5266 -20.0742 4.6120  O16 0.957
18 H -9.4447 -19.1007 4.1952  O16 0.957
19 O -3.6238 -17.0707 1.4016  H20 0.957, H21 0.957
20 H -4.1257 -16.4765 1.9595  O19 0.957
21 H -3.3299 -17.7640 1.9926  O19 0.957
22 O -5.6853 -14.2457 1.2350  H23 0.957, H24 0.957
23 H -6.2833 -13.4989 1.2038  O22 0.957
24 H -4.8118 -13.8548 1.2128  O22 0.957
25 O -3.1213 -19.2384 3.1654  H26 0.957, H27 0.957
26 H -3.9595 -19.6654 3.3423  O25 0.957
27 H -2.4643 -19.8985 3.3864  O25 0.957
28 O -6.1527 -18.7499 1.0407  H29 0.957, H30 0.957
29 H -5.8437 -18.3682 1.8623  O28 0.957
30 H -5.9944 -19.6889 1.1378  O28 0.957
31 O -7.2403 -17.5287 8.2723  H32 0.957, H33 0.957
32 H -6.5346 -16.8953 8.4029  O31 0.957
33 H -7.7781 -17.4547 9.0606  O31 0.957
34 O -2.7385 -15.4988 -0.4623  H35 0.957, H36 0.957
35 H -1.8709 -15.9031 -0.4531  O34 0.957
36 H -3.1915 -15.8855 0.2870  O34 0.957
37 O -7.5560 -20.6563 6.1825  H38 0.957, H39 0.957
38 H -8.1804 -21.3783 6.1114  O37 0.957
39 H -8.0601 -19.8786 5.9434  O37 0.957
40 O -7.8530 -19.7638 -1.0858  H41 0.957, H42 0.957
41 H -7.0773 -19.5731 -1.6132  O40 0.957
42 H -7.5814 -19.5840 -0.1858  O40 0.957
43 O -3.0745 -17.7608 5.8281  H44 0.957, H45 0.957
44 H -2.4421 -18.4618 5.9861  O43 0.957
45 H -2.9482 -17.5265 4.9086  O43 0.957
46 O -5.7463 -16.2044 5.5823  H47 0.957, H48 0.957
47 H -5.1700 -16.9591 5.4625  O46 0.957
48 H -5.9548 -16.2075 6.5165  O46 0.957
49 O -3.6106 -11.1584 4.7532  H50 0.957, H51 0.957
50 H -3.8112 -12.0652 4.9847  O49 0.957
51 H -4.2897 -10.9154 4.1239  O49 0.957
52 O -4.7391 -11.0105 0.8823  H53 0.957, H54 0.957
53 H -5.5250 -11.1116 0.3454  O52 0.957
54 H -4.0511 -11.4550 0.3870  O52 0.957
55 O -11.1008 -15.4405 4.4412  H56 0.957, H57 0.957
56 H -10.5147 -14.7890 4.0562  O55 0.957
57 H -11.8764 -14.9427 4.6997  O55 0.957
58 O -8.7149 -18.1509 5.9678  H59 0.957, H60 0.957
59 H -9.4812 -17.9281 6.4964  O58 0.957
60 H -7.9763 -17.7718 6.4442  O58 0.957
61 O -1.5689 -11.9238 2.9041  H62 0.957, H63 0.957
62 H -1.9503 -12.5112 2.2516  O61 0.957
63 H -0.6339 -12.1285 2.8940  O61 0.957
64 O -4.1695 -18.3248 8.6397  H65 0.957, H66 0.957
65 H -4.1492 -18.0274 7.7301  O64 0.957
66 H -4.6850 -19.1311 8.6171  O64 0.957
67 O -4.2426 -18.1448 -1.2228  H68 0.957, H69 0.957
68 H -3.7848 -17.9905 -0.3964  O67 0.957
69 H -4.9730 -17.5262 -1.2116  O67 0.957
70 O -5.7839 -9.9544 3.2909  H71 0.957, H72 0.957
71 H -5.9545 -10.4817 2.5105  O70 0.957
72 H -5.4929 -9.1085 2.9501  O70 0.957
73 O -2.8994 -14.6806 4.1830  H74 0.957, H75 0.957
74 H -2.4026 -14.5967 3.3691  O73 0.957
75 H -2.2328 -14.7954 4.8602  O73 0.957
76 O -5.8936 -16.3328 3.0052  H77 0.957, H78 0.957
77 H -6.0033 -16.3095 3.9558  O76 0.957
78 H -5.8624 -15.4123 2.7446  O76 0.957
79 O -6.1278 -14.4992 -2.8775  H80 0.957, H81 0.957
80 H -6.5530 -14.8521 -3.6592  O79 0.957
81 H -6.3674 -15.1077 -2.1786  O79 0.957
82 O -9.2167 -13.9603 3.2080  H83 0.957, H84 0.957
83 H -8.9319 -13.1311 3.5921  O82 0.957
84 H -8.4036 -14.4260 3.0124  O82 0.957

Q.
Below is a cluster of 28 separate species, H56O28 in total, with properties calculated with ωB97M-V with the def2-TZVPD basis set.

## Properties
HOMO, eV: -10.475
Gap between HOMO and LUMO, hartree: 0.3621

Last columns: bonded neighbours and bond lengths (Å).
Atoms and positions in Å:
1 O 3.9311 3.7274 0.2740  H2 0.957, H3 0.957
2 H 4.5793 4.3340 -0.0840  O1 0.957
3 H 3.6638 4.1237 1.1033  O1 0.957
4 O -5.3419 -1.9136 0.8780  H5 0.957, H6 0.957
5 H -5.6806 -1.1458 1.3385  O4 0.957
6 H -4.6264 -1.5745 0.3401  O4 0.957
7 O -3.9274 2.6096 -2.4185  H8 0.957, H9 0.957
8 H -4.4885 2.0163 -2.9179  O7 0.957
9 H -4.4549 2.8561 -1.6587  O7 0.957
10 O 2.4094 -3.8040 -2.1309  H11 0.957, H12 0.957
11 H 1.4571 -3.7077 -2.1452  O10 0.957
12 H 2.5750 -4.4494 -1.4437  O10 0.957
13 O 0.1539 1.8539 2.5948  H14 0.957, H15 0.957
14 H 0.0098 2.6254 2.0468  O13 0.957
15 H 1.0670 1.9244 2.8731  O13 0.957
16 O -2.9272 2.4664 1.9158  H17 0.957, H18 0.957
17 H -2.2910 2.5041 1.2017  O16 0.957
18 H -2.4518 2.0584 2.6396  O16 0.957
19 O 1.7103 4.2406 -1.5037  H20 0.957, H21 0.957
20 H 1.8439 4.1490 -2.4471  O19 0.957
21 H 2.5594 4.0234 -1.1189  O19 0.957
22 O -1.6715 -1.4459 4.5001  H23 0.957, H24 0.957
23 H -0.7819 -1.5819 4.8261  O22 0.957
24 H -1.9920 -2.3259 4.3026  O22 0.957
25 O -1.0911 1.9986 5.2330  H26 0.957, H27 0.957
26 H -0.5988 1.7122 4.4637  O25 0.957
27 H -0.9480 1.3082 5.8803  O25 0.957
28 O 2.5229 -0.0125 -5.6549  H29 0.957, H30 0.957
29 H 1.9147 0.6304 -5.2903  O28 0.957
30 H 1.9667 -0.7438 -5.9234  O28 0.957
31 O -0.1023 -2.7642 -2.9161  H32 0.957, H33 0.957
32 H -0.6375 -2.4016 -3.6220  O31 0.957
33 H 0.5197 -2.0680 -2.7046  O31 0.957
34 O 5.4157 1.5188 0.7110  H35 0.957, H36 0.957
35 H 4.7229 0.8589 0.6824  O34 0.957
36 H 4.9947 2.3221 0.4048  O34 0.957
37 O -1.5324 -4.7558 -1.5787  H38 0.957, H39 0.957
38 H -0.9033 -5.4769 -1.5982  O37 0.957
39 H -1.1480 -4.0865 -2.1448  O37 0.957
40 O 2.6728 1.7379 3.3321  H41 0.957, H42 0.957
41 H 3.4809 1.9238 2.8539  O40 0.957
42 H 2.8511 0.9198 3.7959  O40 0.957
43 O -4.2263 -0.4620 4.3345  H44 0.957, H45 0.957
44 H -3.3038 -0.3365 4.1123  O43 0.957
45 H -4.2607 -1.3309 4.7346  O43 0.957
46 O -1.4453 0.7914 -3.0153  H47 0.957, H48 0.957
47 H -2.2286 1.3291 -2.8992  O46 0.957
48 H -1.1298 0.6316 -2.1259  O46 0.957
49 O -2.0994 4.5658 -1.8539  H50 0.957, H51 0.957
50 H -1.8056 4.2666 -0.9934  O49 0.957
51 H -2.7277 3.9016 -2.1373  O49 0.957
52 O -0.1895 0.3255 -0.4899  H53 0.957, H54 0.957
53 H 0.7077 0.0336 -0.6514  O52 0.957
54 H -0.4824 -0.1998 0.2547  O52 0.957
55 O -1.8826 -4.2586 1.1873  H56 0.957, H57 0.957
56 H -1.8453 -4.2703 0.2309  O55 0.957
57 H -1.0375 -4.6122 1.4648  O55 0.957
58 O 2.2164 -0.6783 -1.6426  H59 0.957, H60 0.957
59 H 2.9822 -0.1153 -1.7557  O58 0.957
60 H 2.5280 -1.5551 -1.8670  O58 0.957
61 O -0.4010 3.0219 -0.0899  H62 0.957, H63 0.957
62 H -0.3139 2.1207 -0.4004  O61 0.957
63 H 0.2129 3.5216 -0.6282  O61 0.957
64 O 3.6289 -0.3603 0.9082  H65 0.957, H66 0.957
65 H 3.0074 -0.4021 0.1815  O64 0.957
66 H 3.1073 -0.5714 1.6825  O64 0.957
67 O -0.1688 2.7842 -4.4380  H68 0.957, H69 0.957
68 H -1.0974 2.9710 -4.5763  O67 0.957
69 H -0.1440 2.2804 -3.6245  O67 0.957
70 O -2.5275 -3.7762 3.6299  H71 0.957, H72 0.957
71 H -2.5290 -3.8282 2.6741  O70 0.957
72 H -3.2367 -4.3583 3.9030  O70 0.957
73 O 4.8080 0.0883 -2.3732  H74 0.957, H75 0.957
74 H 5.4767 0.4920 -1.8199  O73 0.957
75 H 5.2335 -0.0199 -3.2237  O73 0.957
76 O 0.5956 -0.7667 1.8541  H77 0.957, H78 0.957
77 H 0.7409 -1.3468 2.6014  O76 0.957
78 H 0.2587 0.0420 2.2398  O76 0.957
79 O -2.0161 -1.4697 -4.6257  H80 0.957, H81 0.957
80 H -1.8837 -0.7222 -4.0427  O79 0.957
81 H -2.0212 -1.0906 -5.5046  O79 0.957
82 O 0.1788 -4.5339 3.0509  H83 0.957, H84 0.957
83 H 0.5729 -3.7207 3.3668  O82 0.957
84 H -0.6777 -4.5668 3.4769  O82 0.957

R.
Below is a cluster of 28 separate species, H56O28 in total, with properties calculated with ωB97M-V with the def2-TZVPD basis set.

## Properties
HOMO, eV: -10.891
Gap between HOMO and LUMO, hartree: 0.4049

Last columns: bonded neighbours and bond lengths (Å).
Atoms and positions in Å:
1 O -1.8516 -0.5864 4.0726  H2 0.963, H3 0.963
2 H -1.2928 -1.1431 3.5197  O1 0.963
3 H -1.1732 0.0613 4.2907  O1 0.963
4 O 3.0714 0.2815 2.6803  H5 0.940, H6 0.969
5 H 3.6456 0.1300 3.4088  O4 0.940
6 H 3.3103 1.1245 2.2669  O4 0.969
7 O -3.2384 -3.6235 0.4066  H8 0.994, H9 1.008
8 H -2.4421 -3.0625 0.6070  O7 0.994
9 H -3.4646 -4.2235 1.1838  O7 1.008
10 O -2.6457 2.0368 3.1171  H11 1.012, H12 0.964
11 H -3.6338 2.2283 3.0155  O10 1.012
12 H -2.5968 1.0957 3.3197  O10 0.964
13 O 2.9657 -1.5226 0.1520  H14 0.948, H15 0.980
14 H 2.9847 -1.1854 1.0380  O13 0.948
15 H 3.6753 -1.0943 -0.3707  O13 0.980
16 O -3.0988 -3.1345 -2.8580  H17 0.964, H18 1.022
17 H -2.4070 -2.5517 -2.5253  O16 0.964
18 H -2.6705 -3.9993 -2.5211  O16 1.022
19 O 0.2852 -1.0381 -0.9892  H20 0.946, H21 0.983
20 H 0.0609 -1.0084 -1.9075  O19 0.946
21 H 0.7497 -1.9033 -0.9423  O19 0.983
22 O 0.3085 2.9543 1.8181  H23 0.998, H24 0.997
23 H 1.1270 3.4516 1.5389  O22 0.998
24 H -0.3171 3.6312 2.1991  O22 0.997
25 O -3.4834 0.3188 -2.4932  H26 0.991, H27 0.982
26 H -3.6879 -0.3038 -1.7497  O25 0.991
27 H -3.1493 1.0943 -1.9920  O25 0.982
28 O -0.5525 -4.0021 -0.9336  H29 0.975, H30 0.950
29 H 0.1630 -4.6370 -0.7468  O28 0.975
30 H -1.3153 -4.2968 -0.4510  O28 0.950
31 O -6.0025 -2.0851 4.4470  H32 0.936, H33 0.953
32 H -6.2719 -1.4415 5.0702  O31 0.936
33 H -5.8344 -2.8759 4.9507  O31 0.953
34 O 1.0939 1.2410 -0.0016  H35 0.951, H36 0.989
35 H 1.0362 0.2944 0.0678  O34 0.951
36 H 0.4944 1.6833 0.6492  O34 0.989
37 O -1.5373 -1.8393 1.2241  H38 1.003, H39 1.002
38 H -2.2546 -1.1618 1.4064  O37 1.003
39 H -0.8839 -1.5320 0.5298  O37 1.002
40 O 2.7908 2.3057 -4.6797  H41 0.978, H42 0.960
41 H 2.9817 3.2366 -4.9127  O40 0.978
42 H 2.0415 2.3875 -4.0846  O40 0.960
43 O 0.4967 0.9690 3.8917  H44 0.985, H45 0.938
44 H 0.2729 1.7611 3.3507  O43 0.985
45 H 1.3915 0.8153 3.6569  O43 0.938
46 O -2.5960 1.9954 -0.5131  H47 0.948, H48 0.957
47 H -1.9744 2.2735 0.1465  O46 0.948
48 H -3.2348 1.5922 0.0752  O46 0.957
49 O 5.2293 -2.9418 -1.2620  H50 1.001, H51 0.949
50 H 5.4849 -3.9070 -1.3369  O49 1.001
51 H 4.3423 -3.0575 -1.5795  O49 0.949
52 O 0.1870 0.9006 -6.3267  H53 0.955, H54 0.960
53 H 0.3470 0.0980 -6.8185  O52 0.955
54 H 1.0351 1.0910 -5.9197  O52 0.960
55 O 5.3958 0.6527 -0.4955  H56 1.026, H57 0.971
56 H 4.8293 0.5777 -1.3477  O55 1.026
57 H 6.2268 0.2292 -0.7643  O55 0.971
58 O -1.0446 4.4361 3.6496  H59 0.920, H60 0.949
59 H -1.5116 3.6869 3.9090  O58 0.920
60 H -0.3437 4.4886 4.2876  O58 0.949
61 O 3.5018 0.3793 -2.2986  H62 0.953, H63 0.968
62 H 3.7938 0.6241 -3.1717  O61 0.953
63 H 2.5997 0.7270 -2.3401  O61 0.968
64 O -0.9549 0.0061 -3.6343  H65 0.965, H66 0.950
65 H -1.8506 0.2430 -3.3636  O64 0.965
66 H -0.8217 0.2441 -4.5444  O64 0.950
67 O 3.7606 2.3708 1.0609  H68 1.002, H69 1.003
68 H 2.9303 1.9278 0.7171  O67 1.002
69 H 4.4692 2.0276 0.4388  O67 1.003
70 O 2.6584 -4.5351 -0.2669  H71 0.943, H72 0.932
71 H 2.9205 -3.7196 0.1280  O70 0.943
72 H 3.0248 -5.0848 0.3904  O70 0.932
73 O -4.3782 -0.2066 1.9837  H74 1.000, H75 0.950
74 H -4.4356 -0.9087 1.2744  O73 1.000
75 H -4.1717 -0.6594 2.7924  O73 0.950
76 O 2.7344 5.1961 0.5037  H77 1.009, H78 0.930
77 H 2.0636 5.5734 -0.1489  O76 1.009
78 H 2.9714 4.3817 0.1218  O76 0.930
79 O -4.7022 -1.2818 -0.4693  H80 1.004, H81 0.985
80 H -4.3265 -2.2016 -0.6149  O79 1.004
81 H -5.6101 -1.3452 -0.8446  O79 0.985
82 O 1.0187 1.8784 -2.6561  H83 0.987, H84 0.976
83 H 0.2125 1.3220 -2.7798  O82 0.987
84 H 1.0783 2.0753 -1.7023  O82 0.976

It comes down to R, which is 0.873 eV more stable than the next structure.